Record 1
Entry from the OMol25 dataset: C7H5FeNO4 as an isolated structure (the ωB97M-V functional and the def2-TZVPD basis).

```
18
Properties=species:S:1:pos:R:3
Fe -0.059 -0.051 -2.000
O -0.572 2.864 -2.000
C -0.373 1.730 -2.000
C 1.640 -0.670 -2.001
O 2.722 -1.064 -2.002
C -1.445 -1.213 -2.000
O -2.327 -1.953 -1.999
C -0.060 -0.050 -3.811
O -0.060 -0.050 -4.960
C -0.529 -0.345 3.261
C 0.586 0.399 2.525
C 0.448 0.316 1.055
N 0.335 0.252 -0.098
H -1.527 0.078 3.016
H -0.375 -0.252 4.360
H -0.521 -1.431 3.007
H 0.559 1.471 2.829
H 1.557 -0.033 2.818
```

The max |F| is 12.17 eV/A. Its expectation value of S² is 8.780. As for the net charge: +3. As for the HOMO energy (alpha / beta): -23.08 / -22.94 eV. As for the spin multiplicity: 6. As for the LUMO energy (alpha / beta): -14.09 / -18.43 eV. The energy above the lowest of the compared OMol25 structures with the same formula, charge and spin is 0.0 kcal per mole.



Record 2
Entry from the OMol25 dataset: C7H5KO2 as an isolated structure (the ωB97M-V functional and the def2-TZVPD basis).

```
15
Properties=species:S:1:pos:R:3
O -3.695 2.913 -0.284
C -2.804 2.396 0.176
C -1.734 1.836 0.848
C -1.613 0.471 0.932
C 1.153 -1.192 -1.011
O 0.887 -2.227 -1.655
K 1.072 -3.806 -4.162
H -1.007 2.552 1.242
H -2.394 -0.185 0.541
H -1.246 0.064 1.878
H 1.375 -0.305 -1.639
C 2.057 -1.212 0.271
C 2.843 -0.165 0.656
C 3.336 0.863 1.232
H 1.771 -2.003 0.973
```

The max |F| is 4.57 eV/A. Its expectation value of S² is 0.764. As for the net charge: +1. As for the HOMO energy (alpha / beta): -9.25 / -12.76 eV. As for the spin multiplicity: 2. As for the LUMO energy (alpha / beta): -5.46 / -5.25 eV. The energy above the lowest of the compared OMol25 structures with the same formula, charge and spin is 3.1 kcal per mole.



Record 3
Entry from the OMol25 dataset: C7H5LiO3Tl as an isolated structure (the ωB97M-V functional and the def2-TZVPD basis).

```
17
Properties=species:S:1:pos:R:3
O 4.248 -2.489 -3.508
C 3.170 -2.185 -2.977
C 2.120 -1.961 -2.357
C 0.922 -1.836 -1.582
C -0.027 -0.875 -1.753
O -1.143 -0.788 -1.022
Tl -3.129 -0.081 -1.754
H 0.698 -2.617 -0.836
H 0.140 -0.093 -2.511
C -1.389 2.933 2.863
C -1.068 1.755 2.313
C 0.176 1.017 2.723
O 0.231 -0.142 2.212
Li -0.377 -0.960 0.668
H -0.668 3.445 3.506
H -2.301 3.474 2.601
H -1.603 1.403 1.414
```

The max |F| is 2.29 eV/A. As for the net charge: -1. As for the HOMO energy: -2.61 eV. As for the LUMO energy: 1.19 eV. The energy above the lowest of the compared OMol25 structures with the same formula, charge and spin is 0.0 kcal per mole.



Record 4
Entry from the OMol25 dataset: one molecule with the formula C7H5N (the ωB97M-V functional and the def2-TZVPD basis).

```
13
Properties=species:S:1:pos:R:3
C 2.133 -1.751 0.352
C 1.506 -0.704 0.054
C 0.802 0.397 -0.308
C 1.374 1.687 -0.315
C -0.697 0.400 -0.054
C -1.304 1.518 0.477
C -1.542 -0.704 -0.242
N -2.382 -1.546 -0.156
H 2.863 -2.549 0.302
H 0.707 2.482 -0.501
H 2.501 1.933 -0.115
H -0.710 2.451 0.806
H -2.317 1.444 0.815
```

Its SMILES is C#CC(=C)C(=C)C#N. The max |F| is 7.97 eV/A. As for the HOMO energy: -9.13 eV. As for the LUMO energy: -0.78 eV. The energy above the lowest of the compared OMol25 structures with the same formula, charge and spin is 70.6 kcal per mole.



Record 5
Entry from the OMol25 dataset: a 2-piece molecular cluster, C7H5N overall (the ωB97M-V functional and the def2-TZVPD basis).

```
13
Properties=species:S:1:pos:R:3
C 0.351 2.218 -0.758
C -0.030 1.652 0.248
C -0.053 1.222 1.580
N -0.436 1.205 2.671
H 0.566 2.631 -1.705
C 0.866 -1.325 1.525
C 0.649 -1.520 0.348
C 0.190 -1.304 -0.960
C -1.006 -0.722 -1.171
H 1.065 -1.482 2.546
H 0.935 -1.391 -1.750
H -1.774 -0.735 -0.410
H -1.322 -0.450 -2.164
```

Its SMILES is C#CC#N.C#CC=C. The max |F| is 2.15 eV/A. As for the HOMO energy: -9.16 eV. As for the LUMO energy: 0.43 eV. The energy above the lowest of the compared OMol25 structures with the same formula, charge and spin is 95.9 kcal per mole.



Record 6
Entry from the OMol25 dataset: an isolated ion of composition C7H5N2O3S and charge -1 (the ωB97M-V functional and the def2-TZVPD basis).

```
18
Properties=species:S:1:pos:R:3
O 3.878 -0.703 1.379
S 3.995 -0.300 0.013
O 4.719 -1.291 -0.828
O 4.860 1.039 -0.157
C 2.306 0.405 -0.218
N 2.419 1.772 0.106
N 1.234 2.241 0.213
C 0.288 1.230 0.114
C -1.100 1.191 0.277
C -1.821 0.077 -0.082
C -1.097 -1.113 -0.455
C 0.279 -1.202 -0.388
C 0.971 0.000 -0.152
H 4.129 1.643 0.093
H -1.594 2.015 0.703
H -2.831 -0.015 -0.053
H -1.789 -1.976 -0.453
H 1.015 -1.927 -0.558
```

Its SMILES is O=[S@]([O-])(O)=C1N=Nc2ccccc21. The max |F| is 4.57 eV/A. As for the net charge: -1. As for the HOMO energy: -4.30 eV. As for the LUMO energy: 3.59 eV. The energy above the lowest of the compared OMol25 structures with the same formula, charge and spin is 53.2 kcal per mole.



Record 7
Entry from the OMol25 dataset: one molecule with the formula C7H5N3O2 (the ωB97M-V functional and the def2-TZVPD basis).

```
17
Properties=species:S:1:pos:R:3
O 1.053 2.936 -1.469
C 0.744 1.842 -0.911
N -0.552 1.297 -0.973
C -0.958 0.130 -0.276
N -2.211 -0.171 -0.108
C -2.529 -1.090 0.791
C -1.547 -1.686 1.600
N -0.207 -1.753 1.034
C 0.105 -0.687 0.350
C 1.566 -0.399 -0.054
C 1.901 0.871 -0.528
O 3.130 1.396 -0.870
H -1.352 1.842 -1.187
H -3.621 -1.538 0.849
H -1.662 -2.579 2.065
H 2.395 -1.109 0.164
H 3.743 0.698 -0.478
```

Its SMILES is O=c1[nH]c2nccnc2cc1O. The max |F| is 6.03 eV/A. As for the HOMO energy: -8.86 eV. As for the LUMO energy: -0.43 eV. The energy above the lowest of the compared OMol25 structures with the same formula, charge and spin is 48.8 kcal per mole.



Record 8
Entry from the OMol25 dataset: one molecule with the formula C7H5N3O2 (the ωB97M-V functional and the def2-TZVPD basis).

```
17
Properties=species:S:1:pos:R:3
C -1.276 0.020 1.338
C -0.669 0.671 0.124
C -2.003 -0.958 0.897
C 1.370 -0.773 0.066
C -1.371 -0.105 -1.034
C 1.750 1.474 0.123
C -1.369 0.158 -2.281
N 0.737 0.541 0.022
N 2.644 -0.675 0.179
N 2.859 0.723 0.241
O -1.354 0.490 -3.381
O -2.125 -1.097 -0.434
H -0.705 0.104 2.232
H -0.829 1.854 -0.007
H -2.366 -1.878 1.436
H 0.958 -1.762 0.168
H 3.749 1.212 0.310
```

The max |F| is 4.59 eV/A. As for the HOMO energy: -8.66 eV. As for the LUMO energy: 0.17 eV. The energy above the lowest of the compared OMol25 structures with the same formula, charge and spin is 116.0 kcal per mole.



Record 9
Entry from the OMol25 dataset: C7H5N4 as an isolated structure (the ωB97M-V functional and the def2-TZVPD basis).

```
16
Properties=species:S:1:pos:R:3
C -1.594 -0.723 -0.057
C -1.906 0.678 0.180
C -0.346 -1.178 -0.414
C -0.835 1.497 0.276
C 0.694 -0.299 -0.403
C 0.492 1.084 0.048
C 2.020 0.009 -0.534
N 1.527 1.946 -0.109
N 2.547 1.209 -0.392
N 4.870 -0.210 0.656
N 4.296 -0.802 -0.066
H -2.434 -1.319 -0.047
H -2.996 0.775 0.186
H -0.049 -2.168 -0.726
H -1.021 2.605 0.537
H 3.565 1.885 -0.186
```

The max |F| is 5.27 eV/A. As for the net charge: +1. As for the HOMO energy (alpha / beta): -13.47 / -13.46 eV. As for the LUMO energy (alpha / beta): -7.31 / -7.39 eV. The energy above the lowest of the compared OMol25 structures with the same formula, charge and spin is 107.1 kcal per mole.



Record 10
Entry from the OMol25 dataset: one molecule with the formula C7H5N5O5 (the ωB97M-V functional and the def2-TZVPD basis).

```
22
Properties=species:S:1:pos:R:3
N -0.409 2.827 3.791
C -0.254 2.009 2.973
C -0.092 0.961 1.994
C -1.067 0.003 1.597
C -0.938 -0.774 0.438
N -2.092 -1.477 0.070
O -2.990 -1.713 0.896
O -2.199 -1.878 -1.160
C 0.292 -0.811 -0.476
N -0.223 -0.602 -1.801
O 0.543 -1.230 -2.893
C 1.215 0.265 0.003
C 1.029 1.060 1.147
N 1.900 2.095 1.286
O 2.682 1.972 0.126
N 2.294 0.789 -0.672
O 2.918 0.487 -1.677
H -1.957 -0.074 2.226
H 0.821 -1.789 -0.423
H -1.180 -1.168 -1.735
H -0.192 0.367 -2.065
H -0.102 -1.318 -3.643
```

Its SMILES is N#CC1=CC(=[N+]([O-])[O-])[C@@H]([NH2+]O)c2c1no[n+]2[O-]. The max |F| is 4.01 eV/A. As for the HOMO energy: -8.43 eV. As for the LUMO energy: -1.22 eV. The energy above the lowest of the compared OMol25 structures with the same formula, charge and spin is 0.0 kcal per mole.



Record 11
Entry from the OMol25 dataset: one molecule with the formula C7H5NO (the ωB97M-V functional and the def2-TZVPD basis).

```
14
Properties=species:S:1:pos:R:3
C 1.582 -1.441 -0.352
C 2.031 -0.215 -0.848
C 1.237 0.869 -0.778
C -0.047 0.695 -0.132
O -1.027 1.577 0.038
C -2.020 0.866 0.546
N -1.734 -0.336 0.813
C -0.444 -0.544 0.420
C 0.399 -1.660 0.358
H 2.346 -2.247 -0.426
H 3.008 -0.108 -1.248
H 1.533 1.851 -0.996
H -2.957 1.435 0.718
H 0.002 -2.621 0.673
```

Its SMILES is c1ccc2ocnc2c1. The max |F| is 4.06 eV/A. As for the HOMO energy: -9.06 eV. As for the LUMO energy: 0.89 eV. The energy above the lowest of the compared OMol25 structures with the same formula, charge and spin is 0.0 kcal per mole.



Record 12
Entry from the OMol25 dataset: one molecule with the formula C7H5NO2 (the ωB97M-V functional and the def2-TZVPD basis).

```
15
Properties=species:S:1:pos:R:3
O -2.328 0.423 1.222
N -2.625 0.058 0.103
O -3.731 -0.301 -0.249
C -1.607 0.032 -0.887
C -0.162 -0.814 -0.329
C 0.883 -1.499 0.191
C 1.935 -0.630 0.525
C 1.869 0.746 0.345
C 0.753 1.403 -0.189
C -0.248 0.534 -0.514
H -1.922 -0.150 -1.901
H 0.938 -2.562 0.358
H 2.821 -1.060 0.971
H 2.710 1.346 0.655
H 0.714 2.473 -0.303
```

Its SMILES is O=[N+]([O-])C1c2ccccc21. The max |F| is 4.89 eV/A. As for the HOMO energy: -9.95 eV. As for the LUMO energy: -0.24 eV. The energy above the lowest of the compared OMol25 structures with the same formula, charge and spin is 120.7 kcal per mole.